Record 1
ORCA calculation (ωB97M-V/def2-TZVPD) on a structure of composition C11H15ClN2O2ReS at a distorted geometry.

Positions of all 33 atoms, in Å:
1 Cl -2.833 1.525 -3.455
2 C 0.600 -1.676 -2.709
3 C 1.780 -0.935 -2.299
4 C 1.591 0.439 -2.682
5 H 2.678 -1.347 -1.840
6 C 0.334 0.559 -3.379
7 C -0.316 -0.735 -3.301
8 H -1.266 -0.954 -3.782
9 H 0.469 -2.756 -2.681
10 H 2.292 1.261 -2.547
11 C -0.213 1.759 -4.030
12 Re -0.023 -0.297 -1.176
13 C 0.297 -1.828 -0.049
14 C -1.925 -0.729 -1.047
15 O 0.482 -2.753 0.648
16 O -3.051 -0.989 -0.861
17 H 0.152 2.674 -3.561
18 H -1.404 1.737 -3.895
19 H -0.033 1.763 -5.112
20 C 1.052 1.212 4.323
21 N 1.129 0.678 2.946
22 C 0.020 0.440 2.212
23 S -0.109 1.223 0.627
24 N -0.997 -0.271 2.675
25 C -0.985 -1.052 3.917
26 H 0.061 1.053 4.752
27 H 1.289 2.281 4.290
28 H 1.808 0.718 4.942
29 H 1.844 1.154 2.390
30 H -1.762 -0.412 2.020
31 H -1.661 -0.600 4.652
32 H -1.333 -2.071 3.703
33 H 0.034 -1.070 4.310

Results
2S+1: 4
net charge: +2
Kohn-Sham gap (alpha / beta): 0.3282 / 0.2545 Ha
expectation value of S²: 3.77
lowest unoccupied orbital energy (alpha / beta): -6.72 / -10.09 eV
energy: -1624.15041 Ha

Atom charges from the Mulliken analysis, given in e for atoms 1 to 2:
1 Cl -0.18
2 C -0.71

***

Record 2
ORCA calculation (ωB97M-V/def2-TZVPD) on a cluster of 2 separate species, C11H15FN2O in total at a distorted geometry.

Positions of all 30 atoms, in Å:
1 C -1.452 -1.057 1.327
2 C -1.915 -0.292 -0.921
3 C -2.837 -1.204 1.561
4 C -3.268 -0.464 -0.709
5 C -0.990 -0.494 0.113
6 C -3.695 -0.910 0.497
7 C 1.303 4.102 -0.337
8 C 1.544 3.251 -1.322
9 C 2.697 -1.497 0.143
10 C 0.876 0.743 1.084
11 C 0.510 -0.304 0.051
12 N 0.691 -2.550 -0.535
13 N 1.249 -1.551 0.308
14 O 1.720 0.623 1.962
15 F -4.969 -1.158 0.862
16 H -0.664 -1.366 2.035
17 H -1.678 0.028 -1.856
18 H -3.170 -1.805 2.432
19 H -4.026 -0.293 -1.611
20 H 1.493 5.197 -0.457
21 H 1.062 3.726 0.703
22 H 1.843 3.643 -2.317
23 H 2.967 -1.696 -0.997
24 H 2.995 -0.534 0.433
25 H 3.191 -2.371 0.640
26 H 0.294 1.719 0.914
27 H 0.746 0.267 -0.893
28 H 0.904 -2.530 -1.554
29 H 1.148 -3.401 -0.332
30 H 1.432 2.175 -1.223

Results
Kohn-Sham gap: 0.3564 Ha
lowest unoccupied orbital energy: 0.68 eV
energy: -712.63173 Ha
structure (SMILES): CN(N)[C@H](C=O)c1ccc(F)cc1.C=C

Atom charges from the Mulliken analysis, given in e for atoms 1 to 2:
1 C -0.25
2 C -0.48

***

Record 3
ORCA calculation (ωB97M-V/def2-TZVPD) on a cluster of 2 separate species, C11H15N in total at a distorted geometry.

Positions of all 27 atoms, in Å:
1 C -2.800 1.939 0.224
2 C 0.619 0.620 -0.282
3 C -0.476 0.914 0.591
4 C -1.455 1.568 -0.247
5 C -0.968 1.493 -1.565
6 C 1.799 0.048 0.234
7 C 1.855 -0.416 1.566
8 C -0.399 0.475 1.888
9 C 0.739 -0.176 2.405
10 N 0.323 1.024 -1.543
11 H 0.792 0.806 -2.396
12 H 2.631 -0.110 -0.458
13 H -1.550 1.760 -2.434
14 H 2.793 -0.688 2.037
15 H -1.222 0.555 2.610
16 H -3.226 1.343 1.043
17 H -3.505 2.146 -0.581
18 H 0.669 -0.664 3.382
19 H -2.639 2.921 0.680
20 C -0.227 -3.050 -1.326
21 C 1.313 -2.962 -1.144
22 H -0.357 -3.735 -2.201
23 H -0.700 -3.660 -0.535
24 H -0.747 -2.096 -1.374
25 H 1.657 -1.945 -1.021
26 H 1.962 -3.369 -1.895
27 H 1.479 -3.403 -0.153

Results
2S+1: 2
net charge: -1
Kohn-Sham gap (alpha / beta): 0.1100 / 0.2430 Ha
expectation value of S²: 0.77
lowest unoccupied orbital energy (alpha / beta): 3.83 / 3.75 eV
energy: -482.83573 Ha

Atom charges from the Mulliken analysis, given in e for atoms 1 to 2:
1 C -1.31
2 C -0.22

***

Record 4
ORCA calculation (ωB97M-V/def2-TZVPD) on a cluster of 2 separate species, C11H15N in total at a distorted geometry.

Positions of all 27 atoms, in Å:
1 C 0.289 -2.136 3.304
2 C -0.879 -2.888 2.637
3 H 0.910 -1.697 2.527
4 H -0.083 -1.530 4.125
5 H 0.912 -2.842 3.862
6 H -1.283 -2.238 1.872
7 H -0.493 -3.779 2.146
8 H -1.673 -3.146 3.314
9 C 1.958 3.033 -0.936
10 C -1.016 0.892 -1.477
11 C 0.349 1.085 -1.230
12 C 0.602 2.493 -1.300
13 C -0.594 3.104 -1.561
14 C -0.746 -1.457 -1.377
15 C -1.667 -0.364 -1.472
16 C 0.583 -1.334 -1.020
17 C 1.204 -0.066 -1.077
18 N -1.566 2.136 -1.723
19 H -1.108 -2.478 -1.512
20 H -2.712 -0.601 -1.349
21 H 1.183 -2.235 -0.914
22 H 2.256 0.101 -0.847
23 H -2.549 2.325 -1.668
24 H -0.747 4.165 -1.724
25 H 1.983 4.118 -1.059
26 H 2.702 2.613 -1.622
27 H 2.184 2.728 0.080

Results
2S+1: 2
net charge: -1
Kohn-Sham gap (alpha / beta): 0.1152 / 0.2361 Ha
expectation value of S²: 0.77
lowest unoccupied orbital energy (alpha / beta): 3.73 / 3.68 eV
energy: -482.85394 Ha

Atom charges from the Mulliken analysis, given in e for atoms 1 to 2:
1 C -0.84
2 C -0.73

***

Record 5
ORCA calculation (ωB97M-V/def2-TZVPD) on a cluster of 2 separate species, C11H15N in total at a distorted geometry.

Positions of all 27 atoms, in Å:
1 C 0.994 1.400 1.749
2 C 1.424 1.160 3.213
3 H -0.022 1.143 1.428
4 H 1.342 2.345 1.344
5 H 1.385 0.576 1.127
6 H 0.662 1.304 3.977
7 H 2.284 1.801 3.397
8 H 1.744 0.121 3.265
9 C 1.703 -0.752 -2.595
10 C -1.515 0.062 -0.924
11 C -0.324 -0.651 -1.006
12 C 0.401 -0.148 -2.166
13 C -0.414 0.821 -2.720
14 C -2.486 -0.149 0.090
15 C -2.182 -1.106 1.052
16 C -0.007 -1.606 0.006
17 C -0.946 -1.770 1.033
18 N -1.613 0.905 -2.024
19 H -2.424 1.377 -2.335
20 H -3.365 0.487 0.075
21 H -0.212 1.255 -3.691
22 H -2.825 -1.448 1.852
23 H 0.961 -2.086 0.105
24 H 2.332 0.062 -2.973
25 H 1.503 -1.504 -3.360
26 H -0.652 -2.474 1.811
27 H 2.251 -1.125 -1.730

Results
2S+1: 2
net charge: -1
Kohn-Sham gap (alpha / beta): 0.1146 / 0.2481 Ha
expectation value of S²: 0.77
lowest unoccupied orbital energy (alpha / beta): 3.87 / 3.79 eV
energy: -482.84848 Ha

Atom charges from the Mulliken analysis, given in e for atoms 1 to 2:
1 C -0.63
2 C -0.86

***

Record 6
ORCA calculation (ωB97M-V/def2-TZVPD) on a cluster of 2 separate species, C11H15N in total at a distorted geometry.

Positions of all 27 atoms, in Å:
1 C -1.494 1.620 -2.094
2 C -0.724 -1.041 0.514
3 C -0.310 -0.322 -0.679
4 C -1.358 0.643 -0.960
5 C -2.408 0.355 -0.177
6 C 1.406 -2.121 0.376
7 C 0.241 -1.888 1.034
8 C 1.550 -1.659 -0.908
9 C 0.792 -0.700 -1.501
10 N -2.096 -0.619 0.809
11 H 2.122 -2.843 0.793
12 H -0.079 -2.383 1.962
13 H 2.516 -1.834 -1.347
14 H 1.003 -0.266 -2.283
15 H -2.375 -0.762 1.830
16 H -3.320 0.622 -0.078
17 H -2.293 1.289 -2.764
18 H -0.451 1.616 -2.562
19 H -1.727 2.610 -1.819
20 C 1.148 2.292 1.288
21 C 2.531 1.822 1.702
22 H 1.230 2.729 0.255
23 H 0.382 1.497 1.259
24 H 0.883 3.062 2.083
25 H 2.739 0.927 1.108
26 H 3.341 2.503 1.508
27 H 2.469 1.563 2.822

Results
Kohn-Sham gap: 0.3255 Ha
lowest unoccupied orbital energy: 0.93 eV
energy: -482.81448 Ha
structure (SMILES): Cc1c[nH]c2ccccc12.CC

Atom charges from the Mulliken analysis, given in e for atoms 1 to 2:
1 C -1.32
2 C -0.30